1.
7
Properties=species:S:1:pos:R:3:forces:R:3 method="wB97M-V/def2-TZVPD" total_charge=-1
O 2.1567 -1.1119 -0.2952 -0.95 3.50 0.02
H 1.2614 -0.9104 0.1695 1.29 -0.27 -1.04
O -1.8081 0.5087 -0.9830 -0.85 0.59 -1.09
C -1.4380 0.5729 0.1855 0.62 -1.33 -0.14
O -0.3855 0.0557 0.6363 0.47 0.28 0.99
H -2.1453 1.0251 0.9145 0.05 0.32 0.29
H 2.3588 -0.1401 -0.6275 -0.64 -3.09 0.97

=====

2.
19
Properties=species:S:1:pos:R:3:forces:R:3 method="wB97M-V/def2-TZVPD" total_charge=0
O -2.6925 -0.1723 -0.6865 -0.11 -0.75 -0.73
C -1.5932 0.0433 -1.2957 -1.94 2.91 -1.48
C -0.3501 -0.9212 -1.1448 0.47 -4.47 0.59
C 0.6796 -0.7012 -0.4591 -0.46 3.49 -0.64
C -1.8747 -0.0263 1.8256 -0.25 -0.48 -1.15
C 1.4589 0.5245 -0.1657 1.55 -0.06 0.91
C 2.9573 0.2054 -0.0327 0.04 -1.97 -0.05
H -1.2154 1.0849 -1.2282 0.37 -0.15 0.45
H -1.7454 -0.1291 -2.3816 0.58 -0.42 -0.16
H -0.6423 -1.9399 -1.4053 -0.22 0.25 -0.43
H -2.4233 -0.0748 0.7739 0.56 0.33 2.45
H -1.6205 0.9997 2.0868 -0.05 0.06 0.05
H -2.4414 -0.5121 2.6256 0.11 0.12 -0.16
H -0.9612 -0.5909 1.6072 0.03 0.04 0.50
H 1.1171 0.9469 0.7856 -0.18 -0.17 -0.05
H 1.3271 1.2710 -0.9430 -0.35 -0.07 -0.23
H 3.0083 -0.6952 0.5775 0.11 0.01 0.51
H 3.3609 -0.2084 -0.9609 0.02 0.64 -0.23
H 3.6508 0.8958 0.4213 -0.29 0.69 -0.14

=====

3.
48
Properties=species:S:1:pos:R:3:forces:R:3 method="wB97M-V/def2-TZVPD" smiles="CCOC(=O)CCC(=O)NNC(=O)COc1ccc(C(C)C)cc1Br" total_charge=0
C 6.6500 1.1317 -0.6011 -0.30 -0.23 0.17
C 6.1377 -0.0252 0.2436 0.47 0.24 0.13
O 4.7219 -0.1849 0.1084 -0.04 -0.23 -0.28
C 3.9441 0.5938 0.8559 -0.44 -0.07 0.00
O 4.3457 1.3940 1.6599 0.16 0.11 0.06
C 2.4797 0.3469 0.5496 0.19 0.04 0.19
C 1.6067 0.6165 1.7831 -0.04 -0.05 -0.17
C 0.2326 1.0458 1.3243 0.10 -0.23 0.25
O -0.7299 0.3225 1.2320 -0.02 -0.16 -0.03
N 0.1737 2.3822 1.0159 -0.19 0.75 -0.38
N -0.8628 2.8495 0.2131 0.14 -0.10 0.74
C -0.7614 2.7249 -1.1363 -0.09 0.01 -0.06
O 0.2814 2.4656 -1.6930 0.09 -0.04 -0.22
C -2.0812 2.9949 -1.8573 0.20 -0.02 -0.29
O -3.1665 2.4459 -1.1517 -0.14 -0.12 0.02
C -3.1205 1.1016 -0.8711 -0.21 -0.15 0.21
C -2.3986 0.1532 -1.5804 -0.03 0.27 -0.10
C -2.4186 -1.1716 -1.1850 -0.09 -0.02 0.09
C -3.1503 -1.5924 -0.0834 -0.12 0.05 0.06
C -3.1208 -3.0266 0.3797 0.14 -0.13 -0.16
C -3.6661 -3.9690 -0.6948 -0.06 0.09 0.27
C -1.6954 -3.4131 0.7808 -0.25 0.03 0.15
C -3.8833 -0.6461 0.6198 0.09 0.06 -0.11
C -3.8560 0.6751 0.2302 -0.09 0.43 -0.06
Br -4.7842 1.9965 1.2301 -0.01 -0.17 0.08
H 7.7326 1.1817 -0.5306 0.13 0.03 -0.01
H 6.2307 2.0685 -0.2424 0.02 0.08 0.01
H 6.3667 0.9923 -1.6415 0.03 0.00 -0.10
H 6.3744 0.1410 1.2995 -0.02 -0.11 -0.16
H 6.5606 -0.9750 -0.0893 -0.07 0.10 0.08
H 2.3539 -0.6693 0.1793 -0.03 0.06 -0.03
H 2.2106 1.0268 -0.2662 0.02 -0.04 -0.03
H 1.5176 -0.2852 2.3879 -0.06 0.10 0.02
H 2.0729 1.4031 2.3796 -0.03 -0.04 0.00
H 1.0370 2.9045 0.9288 -0.21 -0.10 0.00
H -1.7707 2.9251 0.6574 0.18 -0.07 -0.08
H -2.0141 2.6190 -2.8847 0.10 0.04 0.17
H -2.2671 4.0725 -1.8906 0.06 -0.13 -0.04
H -1.8004 0.4434 -2.4297 0.07 0.05 -0.10
H -1.8326 -1.8827 -1.7460 0.08 -0.11 -0.08
H -3.7598 -3.1114 1.2651 0.03 0.06 -0.05
H -3.0497 -3.9353 -1.5896 0.08 -0.01 -0.13
H -3.6768 -4.9917 -0.3245 0.00 -0.14 -0.02
H -4.6815 -3.6888 -0.9666 -0.09 -0.02 -0.08
H -1.2964 -2.6824 1.4801 0.11 0.04 0.07
H -1.6875 -4.3943 1.2502 0.06 -0.13 0.02
H -1.0452 -3.4423 -0.0898 0.11 -0.01 -0.12
H -4.4530 -0.9310 1.4915 -0.05 -0.02 0.07

=====

4.
13
Properties=species:S:1:pos:R:3:forces:R:3 method="wB97M-V/def2-TZVPD" smiles="C=[N+]([O-])OCC" total_charge=0
C 1.0758 1.9623 -1.3644 -4.70 1.89 0.47
N 1.1165 0.8892 -0.6801 -1.03 -1.20 1.35
O 1.9736 0.0437 -0.5802 0.86 -0.50 -0.11
O -0.1187 0.6575 0.1790 0.03 0.47 -0.83
C -0.1314 -0.6039 0.9350 -0.04 0.03 -5.00
C -1.3845 -1.4305 0.6869 0.08 0.80 -0.49
H 0.0276 2.5328 -1.3407 2.78 -1.36 0.06
H 1.8361 2.2472 -2.0224 1.13 0.03 -0.55
H 0.6634 -1.1641 0.5154 1.15 -0.60 -0.31
H 0.2011 -0.3030 1.8304 0.24 0.51 3.89
H -1.2317 -2.4496 0.3453 0.41 -0.08 0.38
H -1.9747 -1.3740 1.5421 -1.08 -0.55 1.72
H -2.0532 -1.0076 -0.0463 0.20 0.57 -0.58

=====

Results for LUMO energy: 4.5, -2.2, 0.7, 1.0 (in eV, following the order of the records).
Results for orbital gap: 8.716, 5.988, 9.190, 10.306 (in eV, following the order of the records).
Results for energy relative to the best compared isomer or geometry (same formula, charge and spin): 42.49, 667.49, 0.00, 549.39 (in kJ/mol, following the order of the records).